The following is a DFT calculation (ωB97M-V/def2-TZVPD) of a cluster of 13 separate species, C28H87N21O13 in total.

Element x y z (Å)
C 0.090 5.636 0.463
O 1.124 6.224 0.873
N -1.040 5.565 1.072
N -0.020 4.855 -0.583
H -1.368 6.220 1.767
H -1.818 5.104 0.623
H 0.786 4.843 -1.192
H -0.801 4.267 -0.837
C -2.331 3.056 -3.184
O -2.139 3.098 -1.981
N -2.564 4.095 -3.959
N -2.451 1.910 -3.783
H -2.845 4.971 -3.543
H -2.813 3.808 -4.894
H -2.232 1.095 -3.227
H -2.592 1.611 -4.737
C 1.212 -2.984 4.416
O 0.155 -2.547 3.971
N 2.368 -2.668 3.966
N 1.299 -4.032 5.312
H 2.514 -2.111 3.137
H 3.070 -3.349 4.218
H 2.233 -4.164 5.673
H 0.454 -4.296 5.798
C 6.091 -1.889 0.987
O 5.300 -2.538 0.311
N 6.006 -1.772 2.296
N 7.080 -1.196 0.413
H 6.647 -1.138 2.750
H 5.250 -2.201 2.811
H 7.033 -1.179 -0.595
H 7.867 -0.745 0.857
C 4.237 -1.703 -3.712
O 4.185 -1.629 -4.915
N 4.568 -0.670 -2.959
N 4.170 -2.836 -2.988
H 4.829 0.128 -3.520
H 4.550 -0.669 -1.949
H 4.314 -2.887 -1.989
H 4.101 -3.732 -3.447
C -4.734 -0.603 0.182
O -5.553 -0.792 1.006
N -5.012 -0.099 -0.932
N -3.569 -1.156 0.271
H -5.964 0.181 -1.118
H -4.391 -0.126 -1.728
H -3.453 -1.417 1.240
H -2.790 -0.933 -0.331
C -3.173 -2.001 3.764
O -4.406 -1.826 3.780
N -2.594 -3.098 3.458
N -2.346 -1.110 4.002
H -1.584 -3.099 3.464
H -3.099 -3.959 3.608
H -1.382 -1.385 3.881
H -2.700 -0.167 4.079
C -2.145 -1.777 -2.592
O -2.914 -0.765 -2.581
N -1.028 -1.900 -1.919
N -2.276 -2.819 -3.365
H -0.819 -1.033 -1.445
H -0.541 -2.776 -1.791
H -1.665 -3.601 -3.177
H -2.554 -2.614 -4.314
C 1.828 -1.204 -0.920
C 1.631 -0.918 0.549
C 0.182 -0.755 1.034
O -0.471 0.221 0.247
C -0.154 1.525 0.514
N 2.360 -1.927 1.248
H 1.724 -2.226 -1.285
H 2.722 -0.747 -1.345
H 1.076 -0.652 -1.484
H 2.151 -0.010 0.856
H 0.202 -0.429 2.073
H -0.354 -1.696 0.913
H -0.897 2.274 0.240
H 0.712 1.776 -0.097
H 0.123 1.717 1.550
H 1.778 -2.719 1.018
H 3.141 -2.210 0.673
C 3.242 0.475 4.129
C 2.285 1.182 5.056
C 1.578 2.486 4.591
O 0.705 2.718 5.583
C -0.378 3.590 5.363
N 1.358 0.065 5.412
H 3.623 -0.437 4.587
H 3.985 1.217 3.835
H 2.633 0.167 3.279
H 2.863 1.465 5.936
H 0.886 2.243 3.784
H 2.285 3.284 4.361
H -1.145 3.213 4.687
H -0.021 4.421 4.755
H -0.811 3.892 6.317
H 0.556 0.371 5.945
H 1.023 -0.371 4.565
C 1.000 1.752 -3.343
C 1.554 1.687 -4.671
C 0.574 1.836 -5.846
O 1.311 1.846 -7.068
C 0.614 2.443 -8.080
N 2.629 2.686 -4.650
H 1.712 1.545 -2.545
H 0.242 0.975 -3.245
H 0.546 2.721 -3.131
H 1.783 0.638 -4.861
H -0.069 2.686 -5.622
H -0.061 0.952 -5.909
H 0.540 3.501 -7.831
H -0.339 1.998 -8.365
H 1.327 2.474 -8.904
H 3.305 2.227 -4.057
H 2.314 3.510 -4.157
C -3.902 2.719 1.067
C -4.600 4.030 0.705
C -5.359 4.755 1.850
O -6.397 3.937 2.359
C -7.262 4.593 3.214
N -3.694 4.866 -0.016
H -4.581 1.979 1.492
H -3.256 2.889 1.929
H -3.393 2.473 0.136
H -5.304 3.734 -0.074
H -5.874 5.668 1.552
H -4.680 4.953 2.679
H -6.607 5.181 3.857
H -7.759 3.897 3.890
H -7.933 5.192 2.598
H -3.329 4.208 -0.690
H -4.160 5.545 -0.600
C 3.210 -6.341 -0.447
C 1.960 -6.183 -1.309
C 0.700 -5.453 -0.646
O -0.273 -5.088 -1.615
C -1.172 -6.157 -1.857
N 2.279 -5.504 -2.565
H 3.938 -6.997 -0.924
H 2.919 -6.803 0.497
H 3.828 -5.464 -0.255
H 1.674 -7.199 -1.582
H 1.119 -4.545 -0.212
H 0.438 -6.054 0.226
H -0.610 -7.065 -2.077
H -1.800 -5.976 -2.730
H -1.904 -6.310 -1.064
H 3.037 -5.992 -3.020
H 1.520 -5.646 -3.218

As for the multiplicity: 2. Its frontier orbital gap (spin up / spin down) is 8.85 / 3.37 eV. The charge is +1. Its LUMO energy (spin up / spin down) is -1.796 / -7.279 eV.

These are the Mulliken partial charges, in e, on atoms 1 to 6: C 0.48; O -0.76; N -0.15; N 0.03; H 0.25; H 0.21

=====

The following is a DFT calculation (ωB97M-V/def2-TZVPD) of a cluster of 13 separate species, C28H89N7O13 in total.

Element x y z (Å)
O 2.150 -1.329 3.264
H 2.063 -2.282 3.242
H 1.252 -1.008 3.352
O 0.243 -0.596 0.110
H 0.294 -0.386 1.043
H 0.357 0.245 -0.332
O -3.289 -4.408 0.065
H -3.631 -4.948 -0.648
H -2.494 -4.013 -0.293
O -1.067 -2.919 -1.470
H -0.416 -2.466 -0.934
H -1.325 -2.276 -2.130
O 1.021 4.727 1.780
H 1.739 4.212 2.149
H 1.448 5.490 1.392
O 3.140 0.690 1.792
H 3.046 1.238 2.571
H 2.724 -0.139 2.031
C -3.723 -0.957 -1.002
C -3.919 -0.116 -2.240
C -3.229 -0.713 -3.505
O -1.830 -1.093 -3.402
C -1.066 -1.559 -4.448
N -5.330 0.228 -2.426
H -4.203 -0.486 -0.144
H -2.646 -0.925 -0.837
H -4.063 -1.964 -1.244
H -3.342 0.779 -2.006
H -3.274 0.000 -4.329
H -3.831 -1.551 -3.856
H -0.056 -1.362 -4.087
H -1.308 -1.081 -5.397
H -1.189 -2.635 -4.566
H -5.599 0.408 -3.383
H -5.868 -0.585 -2.161
C 2.721 -4.918 -2.835
C 3.053 -3.524 -3.402
C 4.334 -2.907 -2.934
O 4.546 -2.928 -1.506
C 3.549 -2.214 -0.696
N 3.063 -3.755 -4.798
H 3.255 -5.755 -3.284
H 1.695 -5.060 -3.175
H 2.792 -4.945 -1.747
H 2.239 -2.843 -3.151
H 4.623 -1.890 -3.196
H 5.242 -3.425 -3.244
H 3.443 -1.153 -0.920
H 3.816 -2.241 0.360
H 2.520 -2.549 -0.828
H 2.368 -4.463 -4.988
H 2.630 -2.972 -5.267
C -4.828 1.732 1.184
C -5.414 2.718 2.210
C -6.005 3.960 1.507
O -6.525 4.954 2.385
C -7.141 6.125 1.844
N -6.398 1.947 2.937
H -4.240 0.983 1.716
H -4.193 2.309 0.512
H -5.586 1.258 0.561
H -4.678 2.987 2.967
H -6.725 3.763 0.713
H -5.152 4.436 1.024
H -7.299 6.847 2.645
H -8.141 5.842 1.514
H -6.647 6.697 1.057
H -7.038 2.632 3.312
H -6.962 1.397 2.305
C -0.234 2.310 -2.642
C -0.293 3.065 -1.347
C -1.748 3.178 -0.878
O -2.548 4.137 -1.563
C -2.294 5.466 -1.225
N 0.592 2.380 -0.474
H -0.607 1.292 -2.526
H 0.785 2.258 -3.024
H -0.828 2.898 -3.341
H 0.130 4.045 -1.565
H -1.638 3.376 0.189
H -2.212 2.203 -1.024
H -2.831 5.618 -0.288
H -2.739 6.030 -2.044
H -1.240 5.724 -1.125
H 0.809 2.983 0.306
H 1.458 2.321 -0.991
C 3.656 3.859 -1.391
C 4.330 3.327 -2.617
C 5.894 3.466 -2.550
O 6.200 4.854 -2.396
C 7.622 5.108 -2.325
N 3.919 1.949 -2.767
H 2.573 3.736 -1.367
H 3.850 4.919 -1.228
H 4.079 3.412 -0.491
H 3.902 3.855 -3.468
H 6.244 3.091 -3.511
H 6.339 2.792 -1.818
H 7.762 6.103 -2.747
H 8.219 4.292 -2.734
H 7.909 5.142 -1.274
H 4.556 1.354 -2.256
H 3.998 1.660 -3.732
C -2.798 -2.464 2.660
C -1.429 -1.767 3.030
C -1.438 -0.286 2.716
O -0.075 0.153 3.035
C 0.026 1.566 3.218
N -1.135 -2.115 4.443
H -3.651 -1.944 3.097
H -2.901 -3.503 2.972
H -2.847 -2.339 1.578
H -0.678 -2.294 2.442
H -2.101 0.304 3.348
H -1.632 -0.084 1.663
H 1.037 1.884 3.473
H -0.517 2.040 4.036
H -0.326 2.095 2.333
H -2.080 -2.259 4.770
H -0.923 -1.241 4.903
C 1.095 -4.876 1.533
C 1.543 -5.199 3.008
C 3.005 -5.685 2.974
O 3.168 -6.048 4.362
C 4.536 -5.943 4.835
N 1.390 -3.987 3.709
H 1.396 -3.886 1.189
H 0.009 -4.816 1.472
H 1.506 -5.483 0.726
H 0.870 -5.911 3.485
H 3.762 -4.960 2.674
H 3.222 -6.621 2.460
H 5.228 -6.286 4.066
H 4.620 -6.542 5.742
H 4.820 -4.928 5.110
H 1.592 -4.233 4.667
H 0.398 -3.809 3.773

As for the multiplicity: 1. Its frontier orbital gap is 9.39 eV. The charge is 0. Its LUMO energy is 0.259 eV.

These are the Mulliken partial charges, in e, on atoms 1 to 6: O -0.84; H 0.53; H 0.42; O 0.78; H -0.13; H -0.23

=====

The following is a DFT calculation (ωB97M-V/def2-TZVPD) of a structure of composition C29H12F5MnN6O5S.

Element x y z (Å)
Mn -0.223 -0.210 0.224
C -2.243 0.224 -3.728
C -2.044 0.189 -2.363
N -0.861 -0.094 -1.823
C 0.171 -0.369 -2.698
C -0.088 -0.344 -4.080
N -1.253 -0.053 -4.596
C 1.448 -0.616 -2.097
C 2.630 -0.930 -2.772
C 3.825 -1.143 -2.083
C 3.783 -0.983 -0.677
C 2.591 -0.662 -0.047
N 1.441 -0.495 -0.736
C 2.402 -0.432 1.371
C 3.328 -0.691 2.381
N 3.096 -0.449 3.653
C 1.908 0.091 3.950
C 0.962 0.365 2.985
N 1.163 0.075 1.692
C 5.062 -1.514 -2.768
C 5.150 -1.660 -4.163
C 6.350 -2.021 -4.743
N 7.469 -2.248 -4.069
C 7.399 -2.121 -2.752
C 6.254 -1.768 -2.067
H -3.200 0.475 -4.157
H -2.866 0.398 -1.690
H 0.701 -0.563 -4.786
H 2.587 -0.989 -3.846
H 4.669 -1.085 -0.077
H 4.291 -1.122 2.149
H 1.719 0.291 4.993
H 0.013 0.807 3.254
H 4.296 -1.499 -4.803
H 6.428 -2.142 -5.817
H 8.319 -2.323 -2.217
H 6.301 -1.701 -0.992
O -2.247 -5.503 3.140
C -1.838 -4.468 2.657
C -1.808 -3.120 3.330
O -2.006 -2.899 4.511
C -1.435 -2.156 2.273
C -1.078 -2.871 1.077
O -0.650 -2.230 0.073
C -1.298 -4.305 1.252
O -1.095 -5.211 0.464
O -1.366 -0.908 2.301
F -4.536 4.427 2.781
C -3.483 4.011 2.058
C -3.354 2.675 1.690
F -4.299 1.787 2.021
C -2.238 2.280 0.978
F -2.098 0.951 0.661
C -1.208 3.150 0.578
S 0.184 2.608 -0.249
C -1.401 4.501 0.935
F -0.486 5.412 0.580
C -2.494 4.915 1.670
F -2.610 6.203 2.028

As for the multiplicity: 6. Its frontier orbital gap (spin up / spin down) is 3.97 / 3.85 eV. The charge is -1. Its LUMO energy (spin up / spin down) is 0.188 / 0.019 eV.

These are the natural (NBO) partial charges, in e, on atoms 1 to 6: Mn 1.37; C 0.01; C 0.04; N -0.41; C 0.10; C 0.05

=====

The following is a DFT calculation (ωB97M-V/def2-TZVPD) of a structure of composition C29H16BrF6NPTc.

Element x y z (Å)
Tc 0.076 0.670 -1.685
F -3.554 -3.051 -2.455
C -2.284 -2.707 -2.485
C -1.924 -1.449 -2.025
C -0.567 -1.125 -2.056
C 0.425 -2.019 -2.534
C -0.014 -3.257 -2.988
F 0.861 -4.131 -3.455
C -1.354 -3.619 -2.969
C 1.801 -1.524 -2.528
C 2.938 -2.167 -2.984
C 4.156 -1.499 -2.929
C 4.226 -0.208 -2.421
C 3.068 0.385 -1.969
N 1.884 -0.256 -2.018
H -2.695 -0.786 -1.654
H -1.665 -4.592 -3.328
H 2.873 -3.166 -3.385
H 5.051 -1.990 -3.288
H 5.162 0.330 -2.373
H 3.068 1.380 -1.542
F -3.615 5.701 1.470
C -2.943 4.601 1.289
C -2.430 3.905 2.377
F -2.619 4.346 3.592
C -1.708 2.732 2.164
F -1.220 2.076 3.204
C -1.486 2.234 0.885
P -0.481 0.761 0.696
C -1.325 -0.684 1.235
C -0.624 -1.892 1.378
C -1.307 -3.025 1.776
C -2.678 -2.965 2.016
C -3.377 -1.773 1.855
C -2.706 -0.628 1.464
C 1.125 1.055 1.378
C 1.632 0.353 2.475
C 2.865 0.718 2.993
C 3.582 1.767 2.430
C 3.070 2.483 1.348
C 1.841 2.130 0.826
C -2.019 2.958 -0.178
Br -1.806 2.366 -1.998
C -2.736 4.120 -0.012
F -3.222 4.775 -1.042
H 0.439 -1.948 1.174
H -0.775 -3.957 1.909
H -3.204 -3.854 2.337
H -4.441 -1.739 2.048
H -3.253 0.301 1.356
H 1.064 -0.443 2.939
H 3.260 0.193 3.851
H 4.538 2.048 2.852
H 3.618 3.324 0.945
H 1.408 2.746 0.036

As for the multiplicity: 4. Its frontier orbital gap (spin up / spin down) is 6.16 / 5.77 eV. The charge is +3. Its LUMO energy (spin up / spin down) is -11.865 / -12.247 eV.

These are the natural (NBO) partial charges, in e, on atoms 1 to 6: Tc 1.02; F -0.26; C 0.46; C -0.29; C -0.13; C -0.12

=====

The following is a DFT calculation (ωB97M-V/def2-TZVPD) of a structure of composition C29H16ClF12IN2O3Pd.

Element x y z (Å)
Pd 0.131 -0.128 1.307
C -1.469 5.805 4.147
C -1.046 4.874 3.051
C 0.111 5.117 2.311
C 0.564 4.203 1.393
C -0.123 2.980 1.173
N 0.451 2.006 0.433
C 1.390 2.308 -0.533
C 1.082 3.265 -1.511
C 1.993 3.592 -2.494
C 3.241 2.982 -2.544
C 4.257 3.354 -3.587
C 3.543 2.014 -1.588
C 2.652 1.678 -0.584
C 2.988 0.652 0.513
O 2.152 0.686 1.584
C 4.405 0.895 1.113
F 4.475 2.153 1.579
F 4.634 0.058 2.132
F 5.438 0.740 0.251
C 2.978 -0.750 -0.187
F 2.944 -1.763 0.697
F 1.862 -0.882 -0.955
F 4.013 -0.974 -1.008
C -1.367 2.787 1.845
C -1.772 3.712 2.788
C -2.223 1.525 1.570
O -1.738 0.685 0.611
C -3.632 1.954 1.060
F -4.435 0.886 0.936
F -3.510 2.526 -0.146
F -4.281 2.840 1.846
C -2.444 0.783 2.966
F -2.536 -0.553 2.811
F -3.546 1.158 3.629
F -1.409 0.991 3.808
H -1.176 6.831 3.926
H -0.975 5.516 5.079
H -2.544 5.759 4.315
H 0.679 6.022 2.490
H 1.510 4.349 0.892
H 0.102 3.724 -1.488
H 1.732 4.334 -3.239
H 3.972 4.265 -4.111
H 4.361 2.553 -4.323
H 5.236 3.498 -3.129
H 4.510 1.533 -1.634
H -2.674 3.542 3.360
Cl 0.330 -6.980 3.295
C 0.426 -5.267 3.233
C 0.720 -4.576 4.395
C 0.775 -3.196 4.390
I 1.157 -2.098 6.110
C 0.563 -2.435 3.194
O 0.693 -1.200 3.166
C 0.204 -3.186 1.994
N -0.090 -2.460 0.908
C -0.387 -3.075 -0.217
C -0.424 -4.470 -0.318
C -0.164 -5.230 0.792
C 0.161 -4.592 2.003
H 0.897 -5.122 5.311
H -0.613 -2.441 -1.065
H -0.668 -4.934 -1.263
H -0.211 -6.309 0.760

As for the multiplicity: 5. Its frontier orbital gap (spin up / spin down) is 6.52 / 4.94 eV. The charge is 0. Its LUMO energy (spin up / spin down) is -1.144 / -3.177 eV.

These are the natural (NBO) partial charges, in e, on atoms 1 to 6: Pd 1.22; C -0.63; C 0.00; C -0.22; C -0.18; C 0.07

=====

What total energy values result from the calculations? In sequence: -88348.9489; -67522.5566; -105190.4189; -129627.2492; -96166.6932 eV.